{"formula": "C8H11IN2S", "method": "ωB97M-V with the def2-TZVPD basis set", "molar_mass_g_mol": 294.16, "total_energy_ev": -30388.42459, "e_above_lowest_kj_mol": 0.0, "lumo_ha": -0.003, "spin_multiplicity": 1, "orbital_gap_ev": 9.55, "smiles": "CC1(C)C[C@](C)(I)c2snnc21", "charge": 0, "symbols": ["C", "C", "C", "C", "C", "C", "C", "C", "N", "N", "S", "I", "H", "H", "H", "H", "H", "H", "H", "H", "H", "H", "H"], "coordinates": [[0.0070, 1.1481, -0.2890], [-1.2030, 1.0061, 0.2969], [-0.1135, -1.1269, 0.0570], [0.7897, -0.0589, -0.6073], [-1.5373, -0.4573, 0.6747], [0.8783, -0.2498, -2.1332], [2.1731, -0.0022, 0.0003], [-1.5261, -0.7680, 2.2180], [0.2442, 2.4139, -0.5239], [-0.6714, 3.2398, -0.1618], [-1.9496, 2.4614, 0.5372], [-3.3571, -1.2369, -0.2901], [-0.3778, -1.9579, -0.5976], [0.5061, -1.4297, 0.9781], [1.6047, -0.9630, -2.6196], [1.1288, 0.7573, -2.5696], [-0.0644, -0.2981, -2.6036], [2.7899, -0.9593, -0.1510], [2.3240, 0.2866, 1.0703], [2.7065, 0.6817, -0.7547], [-0.6057, -0.2839, 2.4244], [-1.3365, -1.8865, 2.3961], [-2.4100, -0.3164, 2.6483]], "lowdin_charge": [-0.36, -0.56, -0.10, -0.52, -0.77, -0.04, -0.06, -0.12, 0.00, -0.32, 1.06, 0.77, 0.09, 0.13, 0.11, 0.10, 0.06, 0.11, 0.10, 0.11, 0.06, 0.11, 0.07]}

=====

{"formula": "C5H8O2S2", "method": "ωB97M-V with the def2-TZVPD basis set", "molar_mass_g_mol": 164.25, "total_energy_ev": -31077.89187, "e_above_lowest_kj_mol": 128.6, "lumo_ha": -0.015, "spin_multiplicity": 1, "orbital_gap_ev": 8.26, "smiles": "O[C@@H]1OCC[C@H](S)C1=S", "charge": 0, "symbols": ["C", "C", "C", "C", "C", "O", "O", "S", "S", "H", "H", "H", "H", "H", "H", "H", "H"], "coordinates": [[-0.0463, -1.8095, -0.1969], [0.2555, 1.0169, 0.4024], [1.4134, 0.0606, 0.0031], [-1.0708, 0.6124, -0.2801], [-1.3519, -0.8644, -0.1066], [-0.2390, -3.0214, 0.4342], [1.1673, -1.2749, 0.3367], [-2.3510, 1.8288, 0.2199], [-2.8244, -1.4614, -0.0903], [-0.0699, -1.9071, -1.2573], [-0.0658, 0.8418, 1.5059], [0.5938, 1.9408, 0.0862], [1.8330, 0.3001, -1.0523], [2.1914, 0.4433, 0.5914], [-0.8958, 0.8495, -1.3026], [-3.1863, 0.8780, 0.9397], [0.4798, -2.9008, 1.1024]], "lowdin_charge": [-0.41, -0.20, -0.21, -0.72, -0.68, 0.01, -0.06, 0.69, 0.82, 0.14, 0.15, 0.08, 0.16, 0.10, 0.09, -0.10, 0.13]}

=====

{"formula": "CF4NO2S2Tb", "method": "ωB97M-V with the def2-TZVPD basis set", "molar_mass_g_mol": 357.07, "total_energy_ev": -61574.83023, "e_above_lowest_kj_mol": 0.0, "lumo_ha": [-0.421, -0.361], "spin_multiplicity": 7, "orbital_gap_ev": [7.06, 8.50], "charge": 2, "symbols": ["Tb", "F", "N", "S", "O", "S", "O", "C", "F", "F", "F"], "coordinates": [[3.8394, -1.0808, 0.9901], [-2.1907, 2.3153, -0.6133], [-0.3309, 1.2339, 0.7452], [-0.5986, 1.7802, -0.7832], [0.1892, 3.0037, -0.9966], [0.3190, -0.1782, 1.0708], [1.7189, -0.3580, 0.3947], [-0.5792, -1.4440, -0.0245], [-0.3454, -2.6376, 0.5015], [-1.8772, -1.1972, -0.0138], [-0.1445, -1.4372, -1.2710]], "lowdin_charge": [1.90, -0.22, -0.43, 1.06, -0.24, 1.01, -0.82, -0.76, 0.16, 0.18, 0.16]}

=====

{"formula": "C18H42O5OsSi2Te", "method": "ωB97M-V with the def2-TZVPD basis set", "molar_mass_g_mol": 712.53, "total_energy_ev": -55056.12685, "e_above_lowest_kj_mol": 0.0, "lumo_ha": -0.571, "spin_multiplicity": 1, "orbital_gap_ev": 5.75, "charge": 4, "symbols": ["Os", "C", "C", "O", "C", "C", "O", "C", "C", "O", "C", "C", "O", "C", "C", "O", "H", "H", "H", "H", "H", "H", "H", "H", "H", "H", "H", "H", "H", "H", "H", "H", "H", "H", "H", "H", "C", "Si", "C", "C", "C", "Te", "C", "Si", "C", "C", "C", "H", "H", "H", "H", "H", "H", "H", "H", "H", "H", "H", "H", "H", "H", "H", "H", "H", "H", "H", "H", "H", "H"], "coordinates": [[0.1323, 0.1612, -1.6844], [2.0707, 1.6158, -3.5405], [2.6722, 1.6661, -2.1589], [2.2322, 0.4767, -1.4194], [3.0220, -0.7271, -1.8035], [2.1573, -1.9644, -1.6826], [0.9033, -1.5973, -2.3595], [-0.1864, -2.5907, -2.4982], [-1.3796, -1.8536, -3.0577], [-1.6471, -0.7026, -2.1575], [-2.7594, 0.2016, -2.5062], [-2.6011, 1.3828, -1.5663], [-1.1979, 1.8451, -1.5073], [-0.8311, 2.9338, -2.4229], [-0.3563, 2.3404, -3.7186], [0.6278, 1.2830, -3.3924], [2.4969, 0.8444, -4.1821], [2.1727, 2.5808, -4.0354], [2.3187, 2.5160, -1.5749], [3.7612, 1.6893, -2.2033], [3.8897, -0.7709, -1.1461], [3.3490, -0.6026, -2.8366], [1.9288, -2.2514, -0.6527], [2.6355, -2.7984, -2.1993], [-0.3909, -3.0296, -1.5092], [0.1308, -3.3654, -3.1985], [-2.2547, -2.5058, -3.0649], [-1.1922, -1.4711, -4.0643], [-3.7072, -0.3101, -2.3335], [-2.6860, 0.4787, -3.5583], [-2.8483, 1.0857, -0.5496], [-3.2394, 2.2172, -1.8555], [-0.0462, 3.4859, -1.9025], [-1.6882, 3.5891, -2.5794], [0.1033, 3.0988, -4.3520], [-1.1417, 1.8473, -4.2896], [-1.5343, -2.8377, 3.4514], [0.1339, -3.2232, 2.7366], [-0.0153, -4.2149, 1.1558], [1.4109, -3.7808, 3.9441], [0.9599, -1.4950, 2.1645], [-0.0657, -0.2341, 0.8319], [-1.4008, 0.9658, 1.9705], [-0.5312, 2.5564, 2.7800], [-1.9247, 3.3245, 3.7161], [0.0590, 3.5260, 1.2935], [0.8741, 1.9174, 3.8031], [-1.9672, -3.7802, 3.7992], [-2.2397, -2.4384, 2.7221], [-1.4993, -2.1829, 4.3250], [-0.4973, -5.1695, 1.3743], [0.9399, -4.4467, 0.6769], [-0.6848, -3.6871, 0.4450], [1.1058, -4.7587, 4.3192], [1.4919, -3.1185, 4.8066], [2.3957, -3.8998, 3.4916], [1.9451, -1.6633, 1.7447], [1.0483, -0.8512, 3.0442], [-1.7328, 0.2622, 2.7262], [-2.2483, 1.2580, 1.3554], [-2.7641, 3.6132, 3.0828], [-1.5573, 4.2320, 4.2035], [-2.2892, 2.6629, 4.5035], [-0.7568, 3.7439, 0.5988], [0.8589, 2.9919, 0.7758], [0.4738, 4.4867, 1.6083], [0.5378, 1.3060, 4.6439], [1.4019, 2.7711, 4.2377], [1.6210, 1.3652, 3.2316]], "lowdin_charge": [1.31, -0.05, -0.09, -0.34, -0.06, -0.08, -0.31, -0.06, -0.06, -0.34, -0.06, -0.08, -0.34, -0.08, -0.06, -0.27, 0.15, 0.16, 0.14, 0.17, 0.17, 0.15, 0.11, 0.17, 0.12, 0.17, 0.17, 0.16, 0.17, 0.14, 0.11, 0.17, 0.14, 0.16, 0.16, 0.14, -0.16, 0.50, -0.16, -0.13, -0.44, 1.67, -0.41, 0.48, -0.14, -0.17, -0.16, 0.07, 0.03, 0.06, 0.06, 0.05, 0.02, 0.07, 0.06, 0.06, 0.03, 0.02, 0.03, 0.02, 0.06, 0.07, 0.06, 0.04, 0.01, 0.07, 0.06, 0.07, 0.02]}

=====

{"formula": "C4H7NO2", "method": "ωB97M-V with the def2-TZVPD basis set", "molar_mass_g_mol": 101.10, "total_energy_ev": -9844.97588, "e_above_lowest_kj_mol": 222.3, "lumo_ha": 0.028, "spin_multiplicity": 1, "orbital_gap_ev": 9.88, "smiles": "[H]/N=C(\\C)OCC=O", "charge": 0, "symbols": ["C", "C", "N", "O", "C", "C", "O", "H", "H", "H", "H", "H", "H", "H"], "coordinates": [[-2.1640, -0.1066, -0.1382], [-0.7138, -0.0052, -0.2087], [-0.1347, 1.0573, -0.5559], [-0.0123, -1.1053, 0.1141], [1.2434, -0.6497, 0.6365], [1.9953, 0.3708, -0.2980], [2.9256, 0.9990, 0.1743], [-2.4036, -0.3881, 0.8775], [-2.6464, 0.8280, -0.4334], [-2.4488, -0.8929, -0.8167], [-0.8056, 1.7734, -0.7562], [1.0468, -0.2587, 1.6490], [1.8570, -1.5375, 0.7250], [1.5250, 0.3494, -1.3684]], "lowdin_charge": [0.01, -0.52, 0.14, -0.01, -0.12, -0.28, 0.02, 0.10, 0.09, 0.09, 0.08, 0.14, 0.12, 0.14]}

=====

{"formula": "C7H16INOS", "method": "ωB97M-V with the def2-TZVPD basis set", "molar_mass_g_mol": 289.18, "total_energy_ev": -29990.26989, "lumo_ha": 0.022, "spin_multiplicity": 1, "orbital_gap_ev": 9.71, "charge": 0, "symbols": ["C", "C", "C", "C", "C", "C", "C", "N", "O", "S", "I", "H", "H", "H", "H", "H", "H", "H", "H", "H", "H", "H", "H", "H", "H", "H", "H"], "coordinates": [[1.9162, 2.1797, 0.7912], [3.0837, 0.0051, 0.2795], [1.5389, 1.0557, -1.4223], [-3.3711, -1.7328, -1.0843], [-4.3721, -2.2192, 1.1519], [1.8472, 0.8538, 0.0486], [-4.0931, -1.3771, -0.0420], [-0.7442, 0.7969, 0.2475], [0.4802, -1.4655, -0.0860], [0.4025, -0.0353, 0.8384], [-4.9362, 0.5754, 0.0487], [2.0669, 2.0139, 1.8569], [2.7367, 2.7882, 0.4161], [0.9845, 2.7245, 0.6538], [3.9499, 0.4586, -0.2041], [2.9383, -0.9910, -0.1357], [3.2924, -0.0922, 1.3442], [2.2680, 1.7262, -1.8775], [1.5653, 0.1050, -1.9577], [0.5454, 1.4934, -1.5176], [-2.9354, -2.7182, -1.1332], [-0.0495, -1.3417, -0.8798], [-3.1820, -1.0847, -1.9216], [-3.9134, -3.1995, 1.0348], [-3.9713, -1.7487, 2.0502], [-5.4454, -2.3444, 1.2952], [-1.5704, 0.8214, 0.8214]], "lowdin_charge": [-0.10, -0.09, -0.10, -0.09, -0.18, -0.73, -0.84, -0.32, -0.35, 0.96, 0.79, 0.08, 0.09, 0.07, 0.09, 0.07, 0.08, 0.09, 0.08, 0.06, 0.07, 0.03, 0.05, 0.08, 0.07, 0.07, -0.04]}

=====

{"formula": "C7H8BrNO2", "method": "ωB97M-V with the def2-TZVPD basis set", "molar_mass_g_mol": 218.05, "total_energy_ev": -83015.16603, "e_above_lowest_kj_mol": 74.6, "lumo_ha": 0.022, "spin_multiplicity": 1, "orbital_gap_ev": 10.38, "smiles": "OC(O)(CBr)c1ccccn1", "charge": 0, "symbols": ["C", "C", "C", "C", "C", "C", "C", "N", "O", "O", "Br", "H", "H", "H", "H", "H", "H", "H", "H"], "coordinates": [[-0.5864, -1.7835, 1.4931], [-1.3899, -1.0296, 2.3061], [0.0420, -1.3733, 0.3413], [-1.5416, 0.2726, 1.8061], [-0.2404, 0.0061, -0.0210], [1.8240, 0.9913, -1.1253], [0.2987, 0.5848, -1.2935], [-0.9819, 0.7513, 0.6849], [-0.2714, 1.8428, -1.3930], [-0.0188, -0.2017, -2.3408], [3.0870, 0.8115, -2.5556], [-0.3628, -2.7836, 1.8440], [-1.7843, -1.4096, 3.2570], [0.7542, -1.9914, -0.2526], [-2.3077, 1.0445, 2.4040], [2.3564, 0.4294, -0.2339], [1.7970, 2.0042, -0.7624], [-1.1492, 1.7769, -1.0439], [0.4752, 0.0571, -3.1146]], "lowdin_charge": [-0.11, -0.07, 0.03, -0.12, -0.24, -0.53, -0.66, 0.11, 0.01, 0.07, 0.67, 0.11, 0.11, 0.14, 0.16, 0.10, 0.06, 0.08, 0.07]}

=====

{"formula": "C2H8N2O", "method": "ωB97M-V with the def2-TZVPD basis set", "molar_mass_g_mol": 76.10, "total_energy_ev": -7230.89722, "e_above_lowest_kj_mol": 138.0, "lumo_ha": 0.032, "spin_multiplicity": 1, "orbital_gap_ev": 10.45, "smiles": "NC=O.CN", "charge": 0, "symbols": ["C", "N", "H", "H", "H", "H", "H", "C", "N", "O", "H", "H", "H"], "coordinates": [[-2.0317, 1.3760, 0.6895], [-1.2400, 1.2158, -0.6259], [-1.6612, 2.1704, 1.4011], [-3.0287, 1.5426, 0.2505], [-1.9367, 0.3656, 1.2383], [-0.9607, 2.1358, -1.0095], [-1.9318, 0.9771, -1.3235], [1.5785, -1.2336, 0.1286], [1.4853, -0.0975, -0.6394], [0.6625, -1.9350, 0.4819], [2.5976, -1.2711, 0.5683], [0.5186, 0.2681, -0.6344], [2.1297, 0.6193, -0.3463]], "lowdin_charge": [-0.14, -0.10, 0.08, 0.06, 0.09, 0.07, 0.05, -0.43, 0.08, 0.01, 0.12, 0.04, 0.08]}

=====

{"formula": "C2H3N3O", "method": "ωB97M-V with the def2-TZVPD basis set", "molar_mass_g_mol": 85.07, "total_energy_ev": -8637.33807, "e_above_lowest_kj_mol": 304.6, "lumo_ha": 0.017, "spin_multiplicity": 1, "orbital_gap_ev": 10.01, "smiles": "Oc1cn[nH]n1", "charge": 0, "symbols": ["C", "C", "H", "H", "H", "N", "N", "N", "O"], "coordinates": [[0.4445, -0.2369, 0.5689], [-0.8808, -0.7715, 0.2199], [2.3054, -0.0349, 1.1907], [-1.6625, -1.0574, 1.0272], [-0.5140, 1.5208, -1.9371], [-1.5193, -0.0758, -0.7655], [-0.3711, 0.5816, -1.3186], [0.7021, 0.7157, -0.4063], [1.4957, -0.6416, 1.4208]], "lowdin_charge": [-0.33, -0.12, 0.16, 0.13, 0.20, 0.04, -0.12, 0.06, -0.01]}

=====

{"formula": "C4H7NO2", "method": "ωB97M-V with the def2-TZVPD basis set", "molar_mass_g_mol": 101.10, "total_energy_ev": -9847.20714, "e_above_lowest_kj_mol": 7.0, "lumo_ha": 0.028, "spin_multiplicity": 1, "orbital_gap_ev": 10.77, "smiles": "C[C@H]1CNC(=O)O1", "charge": 0, "symbols": ["C", "C", "C", "N", "C", "O", "O", "H", "H", "H", "H", "H", "H", "H"], "coordinates": [[0.5346, 0.4598, 1.6480], [-0.1294, 0.6928, 0.3056], [0.6789, 0.1628, -0.9068], [-0.1620, -0.9170, -1.3612], [-1.3501, -0.9977, -0.6735], [-2.2473, -1.7781, -0.8510], [-1.3619, -0.0389, 0.2891], [0.6958, -0.6135, 1.7948], [-0.1118, 0.8239, 2.4514], [1.4990, 0.9748, 1.7088], [-0.3775, 1.7511, 0.1742], [1.6639, -0.2042, -0.5919], [0.8281, 0.9297, -1.6756], [-0.1604, -1.2454, -2.3119]], "lowdin_charge": [-0.04, -0.33, -0.12, 0.09, -0.56, 0.11, 0.05, 0.09, 0.09, 0.09, 0.15, 0.12, 0.12, 0.15]}

=====

{"formula": "C3H6O3Rb", "method": "ωB97M-V with the def2-TZVPD basis set", "molar_mass_g_mol": 175.55, "total_energy_ev": -10000.23955, "e_above_lowest_kj_mol": 54.9, "lumo_ha": -0.159, "spin_multiplicity": 1, "orbital_gap_ev": 8.76, "charge": 1, "symbols": ["Rb", "C", "O", "C", "O", "O", "C", "H", "H", "H", "H", "H", "H"], "coordinates": [[-2.5321, 1.6880, -5.2375], [-1.6606, 0.4912, 1.7720], [-0.3533, 0.0074, 1.5510], [0.1310, -0.1177, 0.3188], [-0.3663, 0.1730, -0.7784], [1.3651, -0.6138, 0.4431], [2.1967, -0.8274, -0.6947], [-2.4602, 0.0143, 1.2052], [-1.5987, 1.5752, 1.6752], [-1.8961, 0.2714, 2.8133], [2.0784, -0.0850, -1.4839], [1.8379, -1.7571, -1.1363], [3.2583, -0.8196, -0.4477]], "lowdin_charge": [0.98, -0.04, 0.01, -0.57, 0.07, 0.00, -0.04, 0.10, 0.10, 0.10, 0.09, 0.10, 0.10]}

=====

{"formula": "C3H8Cl2NO", "method": "ωB97M-V with the def2-TZVPD basis set", "molar_mass_g_mol": 145.01, "total_energy_ev": -31812.75956, "e_above_lowest_kj_mol": 328.7, "lumo_ha": [-0.177, -0.162], "spin_multiplicity": 1, "orbital_gap_ev": [8.20, 8.67], "charge": 1, "symbols": ["C", "C", "C", "N", "O", "Cl", "Cl", "H", "H", "H", "H", "H", "H", "H", "H"], "coordinates": [[-1.3607, -0.7016, -0.6237], [0.1030, -0.7935, -0.6545], [0.6681, 1.5845, 0.2656], [0.6877, -1.3531, 0.5551], [-0.5946, 2.2211, 0.2679], [1.8053, 2.3536, -0.7494], [1.4791, 1.1621, 1.8089], [-1.8460, 0.0344, -1.2953], [-1.6668, -1.6044, -1.2490], [-1.8016, -0.8620, 0.3093], [0.6527, -0.7027, -1.5329], [1.2869, -2.1429, 0.3109], [-0.0249, -1.7588, 1.0826], [1.1871, -0.6006, 1.1343], [-0.5753, 3.1639, 0.3702]], "lowdin_charge": [-0.07, -0.10, -1.10, 0.15, -0.09, 0.69, 0.68, 0.12, 0.12, 0.07, 0.11, 0.18, 0.13, 0.01, 0.09]}